The following is a quantum chemistry calculation of a structure of composition C32H30AsN5O3STi, from the OMol25 dataset.

Atoms and positions in Å:
Ti 0.967 -0.828 0.635
O -3.122 -0.942 -1.317
C -3.734 -0.163 -0.400
C -5.125 -0.066 -0.481
C -5.825 0.717 0.412
C -5.155 1.419 1.411
C -3.782 1.324 1.500
C -3.044 0.541 0.606
C -1.566 0.483 0.727
O -0.889 -0.180 -0.172
N -1.025 1.075 1.751
N 0.335 0.812 1.798
C 1.009 1.498 2.650
C 2.408 1.288 2.930
C 3.068 2.232 3.730
C 4.396 2.089 4.067
C 5.089 0.967 3.616
C 4.464 0.013 2.841
C 3.117 0.150 2.472
O 2.550 -0.781 1.729
H -2.155 -0.885 -1.128
H -5.626 -0.622 -1.263
H -6.902 0.785 0.331
H -5.704 2.034 2.111
H -3.237 1.859 2.265
H 0.496 2.289 3.194
H 2.511 3.094 4.077
H 4.891 2.833 4.675
H 6.132 0.837 3.878
H 4.994 -0.863 2.491
C -1.230 -3.113 3.832
C -1.631 -4.259 3.145
C -1.283 -4.418 1.825
C -0.528 -3.422 1.190
N -0.161 -2.309 1.862
C -0.505 -2.166 3.147
C -0.085 -3.494 -0.190
C -0.508 -4.446 -1.093
C -0.078 -4.391 -2.418
C 0.753 -3.345 -2.811
C 1.165 -2.411 -1.883
N 0.789 -2.498 -0.562
C 1.989 -1.259 -2.194
C 2.697 -1.102 -3.392
C 3.500 0.003 -3.561
C 3.598 0.946 -2.536
C 2.868 0.740 -1.387
N 2.077 -0.327 -1.217
H -1.483 -2.956 4.870
H -2.211 -5.022 3.647
H -1.579 -5.303 1.283
H -0.184 -1.246 3.620
H -1.198 -5.219 -0.787
H -0.419 -5.123 -3.136
H 1.049 -3.253 -3.846
H 2.631 -1.855 -4.164
H 4.059 0.131 -4.479
H 4.218 1.825 -2.627
H 2.880 1.458 -0.578
C -2.275 3.249 -1.670
As -0.399 3.279 -2.140
C -0.103 1.627 -3.104
C -0.243 4.656 -3.494
S 0.894 3.585 -0.540
H -2.881 3.493 -2.542
H -2.448 3.972 -0.877
H -2.534 2.255 -1.310
H -0.773 1.562 -3.962
H -0.293 0.809 -2.413
H 0.933 1.598 -3.435
H -0.969 4.500 -4.291
H 0.768 4.620 -3.896
H -0.402 5.624 -3.023

As for the total charge: 0. The value obtained for the maximum force is 0.0164 Eh/bohr. As for the spin multiplicity: 3. The electronic energy comes out at -142057.7075 eV.